Entry 1:
Below is a cluster of 2 separate species, C2H5N3O3 in total at a distorted geometry, with properties calculated with ωB97M-V/def2-TZVPD.

Structure (ORCA input):
```
! wB97M-V def2-TZVPD RIJCOSX def2/J DEFGRID3
* xyz 0 1
N 0.839 0.534 -0.924
N -0.148 1.155 2.052
C -1.166 0.586 1.782
C 0.761 -0.687 -0.269
N -0.216 -1.506 -0.704
O -0.256 0.982 -1.684
O -2.209 0.229 1.440
O 1.599 -0.983 0.546
H 0.024 1.112 -2.607
H 1.223 1.268 -0.360
H 0.793 0.879 2.379
H -0.928 -1.131 -1.312
H -0.316 -2.438 -0.339
*
```

Values from the calculation:
**Gap between HOMO and LUMO**: 10.72 eV
**ΔE to the lowest compared entry with this formula, charge and spin**: 0.491 eV
**DFT total energy**: -12767.1100 eV
**SMILES**: NC(=O)NO.N=C=O
**Strongest force on any atom**: 1.896 eV/A

***

Entry 2:
Below is a cluster of 8 separate species, C42H89F5N11O13 in total at a distorted geometry, with properties calculated with ωB97M-V/def2-TZVPD.

Structure (ORCA input):
```
! wB97M-V def2-TZVPD RIJCOSX def2/J DEFGRID3
* xyz 1 1
C 0.538 5.526 0.876
C 0.660 4.602 -0.326
O -0.459 4.829 -1.167
C -0.615 3.881 -2.211
C -1.771 2.946 -1.847
O -1.347 2.078 -0.786
C -0.738 0.904 -1.238
C 0.614 0.683 -0.584
O 0.471 0.558 0.817
C 1.607 0.109 1.487
N 2.073 -1.248 1.072
C 3.505 -1.271 0.665
C 3.725 -0.610 -0.699
O 5.112 -0.608 -1.010
C 5.576 -1.842 -1.438
O 6.079 -2.594 -0.651
C 5.454 -2.194 -2.900
C 4.126 -2.943 -3.226
C 1.872 -2.200 2.074
N 2.921 -2.471 2.988
C 2.851 -1.699 4.189
F 3.246 -0.427 3.983
F 1.588 -1.648 4.673
C 3.812 -2.308 5.265
F 4.924 -2.753 4.671
F 3.208 -3.317 5.902
F 4.158 -1.373 6.146
N 0.753 -2.844 2.120
C -0.312 -2.576 1.127
C -0.151 -3.361 -0.174
O -1.129 -2.898 -1.104
C 0.434 -3.882 3.125
C 0.541 -5.317 2.562
C 1.876 -5.651 1.875
C 1.743 -6.813 0.876
N 1.374 -6.309 -0.456
H 0.615 6.569 0.581
H 1.325 5.250 1.583
H -0.403 5.317 1.385
H 1.570 4.793 -0.902
H 0.702 3.573 0.050
H -0.846 4.381 -3.154
H 0.294 3.284 -2.321
H -2.604 3.560 -1.512
H -2.121 2.378 -2.713
H -1.381 0.040 -1.011
H -0.564 0.908 -2.319
H 1.066 -0.195 -1.060
H 1.240 1.552 -0.829
H 1.346 0.133 2.543
H 2.434 0.811 1.328
H 3.859 -2.296 0.587
H 4.120 -0.735 1.392
H 3.191 -1.197 -1.455
H 3.343 0.405 -0.742
H 6.268 -2.887 -3.098
H 5.591 -1.324 -3.540
H 3.604 -3.194 -2.301
H 4.335 -3.883 -3.727
H 3.495 -2.323 -3.858
H 2.988 -3.461 3.207
H -0.384 -1.514 0.908
H -1.249 -2.860 1.604
H -0.374 -4.413 -0.021
H 0.829 -3.209 -0.634
H -1.497 -2.056 -0.822
H -0.598 -3.719 3.433
H 1.103 -3.831 3.975
H -0.325 -5.581 1.955
H 0.483 -5.953 3.447
H 2.561 -6.015 2.648
H 2.359 -4.800 1.379
H 2.717 -7.305 0.812
H 0.980 -7.481 1.277
H 1.858 -5.443 -0.648
H 1.604 -6.990 -1.164
C -0.899 -1.500 6.245
C -1.962 -2.561 6.101
O -2.187 -3.089 5.015
N -2.656 -2.918 7.203
C -2.525 -2.404 8.558
H -0.460 -1.344 5.271
H -1.321 -0.557 6.592
H -0.122 -1.828 6.938
H -3.348 -3.631 7.030
H -2.270 -3.223 9.232
H -3.477 -1.975 8.870
H -1.755 -1.643 8.617
C -4.833 6.423 -4.047
C -3.763 5.409 -4.355
O -3.804 4.265 -3.918
N -2.737 5.807 -5.149
C -2.530 7.108 -5.758
H -5.580 5.958 -3.409
H -4.411 7.280 -3.520
H -5.310 6.753 -4.971
H -2.055 5.086 -5.320
H -2.491 7.004 -6.843
H -1.584 7.529 -5.415
H -3.334 7.789 -5.502
C -8.770 6.699 -7.582
C -7.627 6.137 -6.770
O -6.484 6.554 -6.887
N -7.909 5.141 -5.893
C -9.192 4.522 -5.616
H -8.383 7.479 -8.229
H -9.220 5.922 -8.200
H -9.530 7.129 -6.929
H -7.102 4.809 -5.386
H -9.445 4.653 -4.563
H -9.140 3.454 -5.829
H -9.976 4.963 -6.222
C 0.960 7.250 -3.311
C 2.053 6.279 -3.693
O 2.097 5.152 -3.210
N 2.979 6.695 -4.583
C 3.083 7.987 -5.253
H 0.302 6.765 -2.593
H 1.383 8.145 -2.854
H 0.377 7.535 -4.188
H 3.677 5.999 -4.791
H 3.036 7.842 -6.325
H 4.034 8.445 -5.006
H 2.276 8.646 -4.945
C -2.899 -6.671 12.863
C -3.616 -6.192 11.623
O -4.618 -5.502 11.677
N -3.099 -6.557 10.416
C -1.924 -7.363 10.143
H -3.429 -6.299 13.733
H -2.884 -7.761 12.901
H -1.876 -6.294 12.887
H -3.629 -6.203 9.635
H -1.206 -6.787 9.556
H -2.207 -8.247 9.568
H -1.448 -7.682 11.064
C -2.215 -8.799 1.522
C -1.325 -9.293 2.638
O -0.137 -8.998 2.697
N -1.885 -10.083 3.584
C -3.262 -10.536 3.679
H -1.623 -8.185 0.849
H -2.625 -9.637 0.958
H -3.032 -8.196 1.919
H -1.237 -10.378 4.296
H -3.698 -10.194 4.619
H -3.293 -11.626 3.660
H -3.856 -10.154 2.857
C 7.319 7.408 -6.982
C 6.060 7.839 -7.696
O 5.137 8.386 -7.107
N 5.982 7.600 -9.029
C 6.966 6.968 -9.889
H 7.228 7.668 -5.932
H 7.459 6.330 -7.066
H 8.189 7.919 -7.394
H 5.119 7.914 -9.444
H 7.263 7.660 -10.678
H 6.535 6.080 -10.353
H 7.846 6.678 -9.327
*
```

Values from the calculation:
**Gap between HOMO and LUMO**: 7.20 eV
**DFT total energy**: -101588.8844 eV
**Strongest force on any atom**: 1.308 eV/A

***

Entry 3:
Below is the ion C3H8NOS with charge +1 at a distorted geometry, with properties calculated with ωB97M-V/def2-TZVPD.

Structure (ORCA input):
```
! wB97M-V def2-TZVPD RIJCOSX def2/J DEFGRID3
* xyz 1 1
O -1.438 -1.223 1.006
C -0.449 -1.326 0.338
C -0.223 -0.487 -0.900
C 1.056 0.437 -0.857
S 1.243 0.973 0.873
N -1.417 0.420 -1.100
H 0.429 -1.907 0.655
H -0.175 -1.217 -1.716
H 1.948 -0.099 -1.159
H 0.930 1.347 -1.455
H 2.594 0.747 0.952
H -1.401 1.144 -0.363
H -1.272 1.022 -1.913
H -2.208 -0.161 -0.788
*
```

Values from the calculation:
**Gap between HOMO and LUMO**: 9.84 eV
**ΔE to the lowest compared entry with this formula, charge and spin**: 0.808 eV
**DFT total energy**: -17605.6241 eV
**SMILES**: [NH3+][C@H](C=O)CS
**Strongest force on any atom**: 2.533 eV/A

***

Entry 4:
Below is a cluster of 2 separate species, C4H7NO3 in total at a distorted geometry, with properties calculated with ωB97M-V/def2-TZVPD.

Structure (ORCA input):
```
! wB97M-V def2-TZVPD RIJCOSX def2/J DEFGRID3
* xyz 0 1
C 2.338 0.612 0.816
O 1.843 -0.488 1.573
C 0.711 -1.059 1.434
N -0.057 -1.917 1.443
H 1.531 1.227 0.419
H 2.960 1.204 1.485
H 2.976 0.214 0.024
C -2.105 -0.204 -0.124
C -1.005 0.248 -1.107
O -1.249 -0.174 -2.352
O -0.180 1.095 -0.876
H -0.664 0.269 -2.987
H -2.297 0.548 0.636
H -2.986 -0.425 -0.719
H -1.816 -1.150 0.334
*
```

Values from the calculation:
**Gap between HOMO and LUMO**: 11.20 eV
**ΔE to the lowest compared entry with this formula, charge and spin**: 2.477 eV
**DFT total energy**: -11892.8001 eV
**SMILES**: CC(=O)O.COC#N
**Strongest force on any atom**: 2.255 eV/A

***

Entry 5:
Below is the ion C2H2N3S2 with charge +1 at a distorted geometry, with properties calculated with ωB97M-V/def2-TZVPD.

Structure (ORCA input):
```
! wB97M-V def2-TZVPD RIJCOSX def2/J DEFGRID3
* xyz 1 1
C 0.650 0.025 -1.702
C 1.744 -0.011 -0.901
N 0.195 0.562 0.869
N -1.864 -0.749 1.480
N 1.223 0.209 0.270
S -0.713 0.362 -2.300
S -1.351 0.667 1.359
H 2.867 -0.289 -1.082
H -2.751 -0.775 2.008
*
```

Values from the calculation:
**Gap between HOMO and LUMO**: 7.50 eV
**ΔE to the lowest compared entry with this formula, charge and spin**: 2.702 eV
**DFT total energy**: -28233.8719 eV
**Strongest force on any atom**: 3.757 eV/A

***

Entry 6:
Below is a structure of composition C10H27AsN2O2PS at a distorted geometry, with properties calculated with ωB97M-V/def2-TZVPD.

Structure (ORCA input):
```
! wB97M-V def2-TZVPD RIJCOSX def2/J DEFGRID3
* xyz -1 1
C 1.886 -0.050 3.513
C 1.611 -0.649 2.257
C 0.145 -1.116 2.001
As -0.804 -0.294 0.382
S 1.132 0.492 -0.562
C -1.135 1.370 1.475
C -0.457 2.758 1.190
C 0.998 2.993 1.847
C -0.621 3.441 -0.233
C -0.715 -2.032 -0.642
C 0.635 -2.667 -1.133
O 1.754 -2.703 -0.224
C 1.071 -2.294 -2.656
N 2.420 -1.677 -2.749
P -2.162 0.563 -1.317
N -3.639 -0.480 -1.358
O -1.419 0.425 -2.866
H 1.284 -0.335 4.435
H 2.666 0.752 3.658
H 2.505 -0.806 1.599
H -0.470 -1.045 2.960
H 0.179 -2.241 1.783
H -2.148 -0.857 1.018
H 1.041 0.498 -1.936
H -2.268 1.548 1.484
H -0.902 1.107 2.564
H -1.075 3.481 1.847
H 1.106 4.134 1.892
H 1.021 2.648 2.918
H 1.846 2.633 1.204
H 0.164 3.173 -0.994
H -1.679 3.325 -0.637
H -0.508 4.569 -0.055
H -1.389 -1.936 -1.562
H -1.238 -2.827 -0.003
H 0.383 -3.787 -1.256
H 2.127 -3.597 -0.178
H 0.234 -1.662 -3.070
H 1.101 -3.236 -3.312
H 3.173 -2.357 -2.636
H 2.464 -1.278 -3.700
H -3.811 -0.622 -2.369
H -4.397 0.125 -1.030
H -2.112 0.515 -3.546
*
```

Values from the calculation:
**Gap between HOMO and LUMO**: 5.89 eV
**DFT total energy**: -98840.2779 eV
**Strongest force on any atom**: 3.738 eV/A